# 1
The following is a quantum chemistry calculation of a 10-piece molecular cluster, C38H67Cl2N9 overall at a distorted geometry, from the OMol25 dataset.

Computed properties:
energy = -78946.572 eV
energy above the lowest of the compared OMol25 structures with the same formula, charge and spin = 0.00 kcal/mol
frontier orbital gap = 10.1 eV
multiplicity = 1

The geometry in XYZ format:
```
116
C38H67Cl2N9, DFT wB97M-V/def2-TZVPD
C 0.558 -5.339 4.480
C -0.585 -4.313 4.578
C -0.956 -4.029 6.028
C 0.198 -3.522 6.786
N 1.119 -3.147 7.356
H 1.416 -5.041 5.080
H 0.832 -5.511 3.440
H 0.278 -6.331 4.850
H -1.426 -4.641 3.972
H -0.239 -3.363 4.167
H -1.367 -4.905 6.536
H -1.746 -3.282 6.148
C 1.676 -4.973 -5.428
C 1.494 -5.942 -4.290
C 0.578 -5.496 -3.124
C 0.739 -4.102 -2.753
N 0.848 -2.994 -2.476
H 2.047 -4.003 -5.087
H 0.754 -4.751 -5.980
H 2.349 -5.331 -6.208
H 2.494 -6.100 -3.876
H 1.167 -6.907 -4.678
H 0.886 -6.114 -2.279
H -0.467 -5.710 -3.346
C 5.111 -1.138 -2.261
C 3.719 -1.221 -1.634
C 3.553 -2.335 -0.593
C 4.672 -2.345 0.351
N 5.551 -2.346 1.087
H 5.912 -0.986 -1.539
H 5.136 -0.254 -2.905
H 5.307 -1.985 -2.917
H 2.996 -1.395 -2.434
H 3.364 -0.269 -1.231
H 3.540 -3.340 -1.018
H 2.667 -2.167 0.020
C -3.719 -1.932 -1.932
C -5.055 -2.668 -1.963
C -6.119 -1.996 -1.093
C -6.360 -0.604 -1.475
N -6.537 0.500 -1.726
H -3.603 -1.485 -0.940
H -3.684 -1.089 -2.622
H -2.859 -2.560 -2.153
H -4.954 -3.689 -1.590
H -5.478 -2.758 -2.965
H -5.916 -1.954 -0.019
H -7.078 -2.509 -1.211
C -1.007 1.760 0.151
C 0.075 0.803 -0.323
C -0.283 -0.671 -0.059
C -0.564 -0.977 1.344
N -0.783 -1.215 2.445
H -0.938 2.769 -0.263
H -0.987 1.942 1.231
H -2.021 1.391 -0.030
H 1.015 1.097 0.145
H 0.172 0.878 -1.408
H 0.576 -1.258 -0.386
H -1.114 -0.921 -0.718
C 5.390 2.540 -0.805
C 5.812 1.112 -0.414
C 5.553 0.795 1.054
C 4.175 1.132 1.416
N 3.093 1.393 1.698
H 5.825 2.843 -1.761
H 5.754 3.305 -0.116
H 4.311 2.594 -0.949
H 6.875 1.023 -0.635
H 5.224 0.448 -1.048
H 6.272 1.287 1.711
H 5.654 -0.263 1.321
C -2.246 5.229 -3.814
C -2.172 3.774 -3.347
C -1.646 2.776 -4.362
C -1.579 1.391 -3.884
N -1.571 0.293 -3.536
H -2.869 5.279 -4.709
H -1.233 5.566 -4.041
H -2.678 5.871 -3.052
H -3.125 3.469 -2.912
H -1.474 3.742 -2.503
H -0.634 3.036 -4.690
H -2.209 2.786 -5.300
C -3.299 1.726 2.780
C -4.187 2.469 1.799
C -5.483 1.719 1.470
C -6.461 1.592 2.547
N -7.240 1.453 3.379
H -3.679 1.653 3.800
H -2.316 2.183 2.852
H -3.168 0.673 2.509
H -3.732 2.682 0.831
H -4.468 3.447 2.198
H -5.202 0.703 1.164
H -6.003 2.079 0.580
C 1.828 4.204 0.785
C 1.692 5.516 0.074
C 0.582 5.475 -0.976
C -0.774 5.502 -0.404
N -1.825 5.542 0.053
H 0.921 3.873 1.300
H 2.673 4.165 1.467
H 1.947 3.380 0.068
H 2.646 5.803 -0.377
H 1.509 6.356 0.752
H 0.607 4.517 -1.506
H 0.674 6.308 -1.673
Cl 1.433 3.033 4.702
C 1.177 1.341 4.272
C 0.260 0.556 5.176
Cl -1.305 1.354 5.386
H 2.148 0.846 4.300
H 0.832 1.269 3.242
H 0.750 0.342 6.126
H 0.005 -0.409 4.742
```


# 2
The following is a quantum chemistry calculation of a 2-piece molecular cluster, C4H10ClN overall at a distorted geometry, from the OMol25 dataset.

Computed properties:
energy = -18320.053 eV
energy above the lowest of the compared OMol25 structures with the same formula, charge and spin = 68.97 kcal/mol
frontier orbital gap = 9.8 eV
multiplicity = 1

The geometry in XYZ format:
```
16
C4H10ClN, DFT wB97M-V/def2-TZVPD
C 0.658 1.062 1.468
C 0.499 1.062 0.008
C -0.622 0.641 -0.613
C -0.643 0.093 -2.008
Cl -2.187 1.049 -0.084
H -0.277 0.987 2.047
H 1.249 1.892 1.958
H 1.197 0.153 1.762
H 1.327 0.785 -0.580
H -1.045 -0.935 -1.866
H -1.160 0.638 -2.857
H 0.396 -0.062 -2.294
N -0.105 -1.755 0.884
H -0.011 -2.568 0.808
H 0.060 -1.441 -0.074
H 0.665 -1.600 1.440
```


# 3
The following is a quantum chemistry calculation of C29H48BrGaNO18 as an isolated structure at a distorted geometry, from the OMol25 dataset.

Computed properties:
energy = -191614.591 eV
frontier orbital gap = 6.8 eV
charge = -1
multiplicity = 1

The geometry in XYZ format:
```
98
C29H48BrGaNO18, DFT wB97M-V/def2-TZVPD
C -1.121 -1.135 -4.913
C -1.195 -0.015 -6.106
C -1.135 1.545 -5.605
Br -2.937 2.237 -4.944
Ga 0.408 1.977 -4.285
C -0.023 1.445 -2.298
C 1.351 0.653 -1.769
N 1.548 -0.704 -1.897
H -0.765 -0.735 -3.872
H -0.311 -1.946 -5.245
H -2.128 -1.742 -4.750
H -2.227 -0.205 -6.675
H -0.298 -0.217 -6.853
H -0.918 2.197 -6.580
H 1.746 1.211 -4.786
H 0.646 3.588 -4.232
H -0.981 0.734 -2.237
H -0.258 2.375 -1.627
H 2.201 1.298 -1.284
H 2.498 -0.937 -1.482
C -0.177 -0.273 1.368
C -0.081 1.037 2.126
C 0.468 0.886 3.513
O -0.118 1.981 4.195
C -1.288 2.259 3.549
O -2.151 3.009 3.976
O -1.368 1.583 2.363
H -0.339 -0.076 0.303
H 0.738 -0.863 1.468
H -1.030 -0.871 1.708
H 0.498 1.767 1.547
H 1.559 0.957 3.534
H 0.159 -0.040 4.009
C -0.734 -5.022 -1.479
C 0.013 -5.032 -0.160
C -0.880 -5.190 1.033
O -0.144 -4.545 2.057
C 0.636 -3.609 1.441
O 1.254 -2.733 2.025
O 0.631 -3.779 0.084
H -0.031 -5.157 -2.308
H -1.474 -5.827 -1.528
H -1.235 -4.062 -1.648
H 0.796 -5.801 -0.175
H -1.051 -6.242 1.283
H -1.847 -4.687 0.928
C -0.554 -10.553 -2.000
C -1.484 -10.366 -0.818
C -2.902 -10.079 -1.211
O -3.383 -9.335 -0.105
C -2.298 -8.719 0.448
O -2.359 -7.842 1.294
O -1.133 -9.211 -0.073
H 0.389 -11.000 -1.667
H -0.993 -11.213 -2.756
H -0.298 -9.595 -2.465
H -1.424 -11.233 -0.148
H -3.485 -10.995 -1.343
H -2.992 -9.464 -2.112
C 0.880 6.531 4.537
C 1.808 6.151 3.400
C 2.362 4.763 3.518
O 3.592 4.863 2.823
C 3.986 6.166 2.919
O 5.092 6.577 2.609
O 2.979 6.950 3.411
H 0.319 7.435 4.275
H 0.159 5.736 4.751
H 1.439 6.764 5.450
H 1.305 6.297 2.436
H 1.712 4.019 3.049
H 2.567 4.458 4.550
C -4.668 4.676 4.727
C -5.686 5.783 4.914
C -5.790 6.705 3.737
O -6.225 7.915 4.332
C -5.773 7.898 5.620
O -5.789 8.860 6.370
O -5.296 6.661 5.958
H -4.811 3.904 5.491
H -4.764 4.203 3.745
H -3.644 5.048 4.848
H -6.663 5.359 5.175
H -6.519 6.353 3.002
H -4.834 6.887 3.235
C 6.902 1.372 -5.043
C 5.713 0.787 -4.308
C 5.285 1.597 -3.121
O 4.690 0.623 -2.282
C 5.287 -0.566 -2.587
O 5.168 -1.587 -1.928
O 6.040 -0.463 -3.724
H 7.009 0.892 -6.022
H 6.785 2.448 -5.204
H 7.837 1.189 -4.502
H 4.878 0.630 -5.003
H 4.559 2.370 -3.391
H 6.118 2.060 -2.582
```


# 4
The following is a quantum chemistry calculation of a 2-piece molecular cluster, C3H4N4O overall at a distorted geometry, from the OMol25 dataset.

Computed properties:
energy = -11177.692 eV
expectation value of S² = 2.0445
energy above the lowest of the compared OMol25 structures with the same formula, charge and spin = 16.56 kcal/mol
frontier orbital gap (alpha / beta) = 8.1 / 8.0 eV
multiplicity = 3

The geometry in XYZ format:
```
12
C3H4N4O, DFT wB97M-V/def2-TZVPD
C 0.862 0.098 -0.502
C 1.225 -0.893 0.512
C -0.241 0.807 0.137
N 0.444 -0.905 1.548
N -1.274 -0.766 -2.150
N -0.449 0.093 1.317
N -0.864 1.773 -0.399
O -0.302 -1.034 -1.582
H 1.597 -0.008 -1.263
H 2.073 -1.482 0.421
H -1.338 0.190 1.854
H -1.732 2.126 0.106
```


# 5
The following is a quantum chemistry calculation of one molecule with the formula C5H11N at a distorted geometry, from the OMol25 dataset.

Computed properties:
energy = -6850.790 eV
energy above the lowest of the compared OMol25 structures with the same formula, charge and spin = 63.15 kcal/mol
frontier orbital gap = 8.3 eV
multiplicity = 1

The geometry in XYZ format:
```
17
C5H11N, DFT wB97M-V/def2-TZVPD
C -0.489 -0.636 2.224
C -1.098 -0.031 1.007
C -0.532 -0.093 -0.259
C 0.201 -1.378 -0.818
N -0.352 1.111 -1.029
C 0.972 1.360 -1.471
H -1.046 -0.333 3.126
H 0.466 -0.120 2.482
H -0.361 -1.675 2.289
H -1.894 0.644 1.176
H -0.616 -1.857 -1.322
H 0.666 -0.913 -1.791
H 0.785 -2.153 -0.282
H -0.773 1.898 -0.506
H 1.291 0.679 -2.266
H 1.707 1.096 -0.709
H 1.072 2.401 -1.852
```


# 6
The following is a quantum chemistry calculation of a 2-piece molecular cluster, C9H11ClS overall at a distorted geometry, from the OMol25 dataset.

Computed properties:
energy = -32863.963 eV
energy above the lowest of the compared OMol25 structures with the same formula, charge and spin = 77.22 kcal/mol
frontier orbital gap (alpha / beta) = 8.8 / 8.8 eV
multiplicity = 1

The geometry in XYZ format:
```
22
C9H11ClS, DFT wB97M-V/def2-TZVPD
C -1.582 -0.696 -3.727
C -0.638 -1.145 -2.700
C -2.081 0.550 -3.538
C -0.420 -0.204 -1.807
C -0.359 -0.723 1.431
C 0.847 0.085 1.113
C 0.390 -1.000 0.226
C -0.329 -1.780 2.508
C 0.627 1.588 0.892
S -1.324 1.209 -2.086
Cl 1.195 -2.545 0.023
H -1.857 -1.385 -4.504
H -0.216 -2.039 -3.002
H -2.601 1.290 -4.134
H -1.167 -0.099 1.157
H 1.831 -0.288 1.548
H -0.844 -1.534 3.414
H 0.694 -1.823 2.773
H -0.642 -2.733 2.138
H 1.244 2.101 1.595
H -0.382 1.781 1.155
H 0.775 1.920 -0.074
```


# 7
The following is a quantum chemistry calculation of a 2-piece molecular cluster, C5H9NO overall at a distorted geometry, from the OMol25 dataset.

Computed properties:
energy = -8860.620 eV
energy above the lowest of the compared OMol25 structures with the same formula, charge and spin = 198.15 kcal/mol
frontier orbital gap = 5.0 eV
multiplicity = 1

The geometry in XYZ format:
```
16
C5H9NO, DFT wB97M-V/def2-TZVPD
O 2.672 -0.797 0.056
C 2.437 0.446 -0.089
C 1.196 0.935 -0.432
C 0.231 -0.298 -0.397
C -1.102 0.140 -0.327
C -2.299 0.353 0.147
N -3.495 -0.510 0.236
H 3.133 1.198 0.256
H 0.720 1.861 -0.696
H 2.609 -0.219 2.306
H 0.563 -1.143 0.233
H 0.345 -0.808 -1.483
H 2.448 0.102 2.967
H -2.635 1.256 0.675
H -3.980 -0.631 -0.635
H -3.468 -1.238 0.939
```


# 8
The following is a quantum chemistry calculation of C14H14DyI2LuO4STe as an isolated structure at a distorted geometry, from the OMol25 dataset.

Computed properties:
energy = -114922.900 eV
expectation value of S² = 9.3548
frontier orbital gap (alpha / beta) = 5.8 / 4.3 eV
charge = +4
multiplicity = 6

The geometry in XYZ format:
```
38
C14H14DyI2LuO4STe, DFT wB97M-V/def2-TZVPD
I 3.780 -2.113 -0.711
I 3.831 2.148 -0.725
Dy 1.107 1.949 -0.015
Lu 1.124 -1.960 -0.056
S 0.674 -0.031 -1.627
C -0.821 -2.947 -1.244
C -0.487 -3.073 1.674
C 0.065 -0.015 -3.458
C 0.540 1.272 -4.154
C -1.475 -0.010 -3.261
C 0.531 -1.295 -4.182
C -0.513 3.117 1.778
C -0.870 2.992 -1.284
O -1.093 -3.644 2.471
O -1.677 -3.430 -1.861
O -1.117 3.685 2.577
O -1.713 3.486 -1.910
H 0.151 1.356 -5.200
H 1.647 1.305 -4.180
H 0.170 2.162 -3.600
H -2.025 -0.007 -4.231
H -1.755 0.889 -2.681
H -1.765 -0.905 -2.681
H 0.134 -1.349 -5.222
H 0.163 -2.195 -3.648
H 1.637 -1.329 -4.220
Te 2.512 -0.061 1.773
C 1.371 0.116 3.540
C 0.883 -1.052 4.151
C 0.181 -0.933 5.343
C -0.036 0.320 5.915
C 0.436 1.475 5.286
C 1.141 1.387 4.090
H 1.069 -2.018 3.678
H -0.188 -1.834 5.838
H -0.574 0.400 6.869
H 0.263 2.453 5.737
H 1.519 2.272 3.576
```